The following is a quantum chemistry calculation of a cluster of 6 separate species, C36H85N2O12SSi in total, from the Open Molecules 2025 dataset.

Properties
Total energy   -84961.471 eV
Total charge   +1
HOMO energy   -10.643 eV
Molecular weight   798.23 g/mol
Frontier orbital gap   7.53 eV

Atoms and positions in Å:
C -0.305 -1.641 -1.479
O -1.365 -0.769 -1.816
C -2.243 -0.459 -0.750
C -2.215 1.024 -0.419
C -2.260 1.947 -1.641
C -0.890 2.500 -2.079
C -0.898 3.964 -2.542
C -0.679 5.048 -1.459
C 0.421 4.841 -0.448
N 1.596 4.316 -0.694
N 1.928 3.923 -1.989
C 2.578 4.357 0.417
C 3.556 3.186 0.409
C 4.956 3.471 -0.131
C 5.911 2.340 0.208
O 4.915 3.613 -1.557
C 1.747 4.499 1.717
Si 1.188 3.003 2.861
C -0.608 3.185 3.305
C 2.183 3.152 4.418
C 1.442 1.320 2.080
S 0.249 5.386 1.151
H 0.516 -1.102 -0.983
H -0.627 -2.454 -0.820
H 0.077 -2.079 -2.405
H -1.957 -1.018 0.153
H -3.260 -0.788 -1.006
H -3.079 1.227 0.227
H -1.321 1.207 0.181
H -2.653 1.367 -2.484
H -2.978 2.756 -1.464
H -0.523 1.888 -2.908
H -0.163 2.347 -1.266
H -0.166 4.113 -3.336
H -1.881 4.179 -2.977
H -0.463 6.009 -1.946
H -1.596 5.203 -0.881
H 2.337 2.997 -1.962
H 2.616 4.565 -2.364
H 3.149 5.288 0.263
H 3.662 2.833 1.441
H 3.147 2.335 -0.149
H 5.325 4.409 0.304
H 6.915 2.575 -0.147
H 5.582 1.417 -0.283
H 5.946 2.155 1.284
H 4.994 4.537 -1.791
H 2.319 5.172 2.363
H -1.284 3.098 2.460
H -0.823 2.351 3.987
H -0.835 4.112 3.840
H 3.261 3.105 4.237
H 1.915 2.317 5.075
H 1.959 4.081 4.952
H 1.228 1.296 1.006
H 2.471 0.972 2.217
H 0.780 0.597 2.569
C 3.339 0.842 10.599
O 3.854 -0.251 9.864
C 2.897 -0.905 9.053
C 3.054 -0.531 7.597
O 2.760 0.839 7.363
C 3.908 1.654 7.243
H 4.184 1.325 11.085
H 2.834 1.563 9.950
H 2.635 0.506 11.367
H 1.883 -0.664 9.388
H 3.043 -1.984 9.158
H 2.365 -1.131 6.994
H 4.076 -0.756 7.274
H 4.456 1.424 6.321
H 4.587 1.541 8.091
H 3.560 2.685 7.197
C 0.497 -4.823 1.747
O 0.677 -4.477 0.389
C 1.956 -4.810 -0.131
C 1.922 -6.064 -0.972
O 1.630 -7.212 -0.197
C 0.299 -7.671 -0.329
H -0.546 -4.631 1.992
H 0.720 -5.877 1.928
H 1.133 -4.212 2.399
H 2.676 -4.936 0.685
H 2.287 -3.979 -0.761
H 2.906 -6.204 -1.431
H 1.187 -5.945 -1.775
H 0.114 -8.064 -1.334
H -0.425 -6.878 -0.121
H 0.167 -8.476 0.391
C -3.858 -0.231 -4.727
O -4.464 1.048 -4.678
C -4.557 1.673 -5.949
C -5.957 1.577 -6.511
O -6.314 0.237 -6.788
C -7.175 -0.340 -5.823
H -3.971 -0.687 -3.744
H -4.326 -0.872 -5.478
H -2.787 -0.147 -4.947
H -3.850 1.215 -6.648
H -4.288 2.728 -5.832
H -6.008 2.145 -7.445
H -6.666 2.021 -5.803
H -8.163 0.131 -5.845
H -6.767 -0.255 -4.812
H -7.282 -1.391 -6.082
C 4.472 -2.133 -2.171
O 3.618 -3.072 -2.790
C 3.651 -3.031 -4.209
C 4.496 -4.146 -4.782
O 5.860 -3.997 -4.436
C 6.291 -4.864 -3.406
H 4.466 -2.349 -1.103
H 5.495 -2.208 -2.547
H 4.113 -1.108 -2.329
H 4.042 -2.067 -4.549
H 2.625 -3.132 -4.574
H 4.415 -4.128 -5.873
H 4.116 -5.112 -4.430
H 6.288 -5.907 -3.740
H 5.662 -4.777 -2.515
H 7.311 -4.580 -3.156
C -7.769 0.204 1.744
O -7.213 -1.041 1.369
C -7.993 -1.752 0.421
C -7.412 -1.650 -0.970
O -7.459 -0.325 -1.472
C -6.230 0.360 -1.373
H -7.037 0.703 2.377
H -7.982 0.830 0.873
H -8.693 0.070 2.315
H -9.021 -1.376 0.417
H -8.016 -2.803 0.723
H -7.985 -2.288 -1.649
H -6.377 -2.011 -0.958
H -5.481 -0.074 -2.046
H -5.842 0.345 -0.349
H -6.406 1.391 -1.676

Cartesian forces, eV/Å:
C 0.161 -0.109 0.031
O -0.075 -0.027 -0.097
C 0.018 -0.234 0.351
C -0.291 -0.014 0.170
C -0.032 -0.167 -0.219
C 0.079 -0.050 0.053
C -0.051 0.077 -0.122
C 0.007 -0.147 0.186
C 0.202 -0.070 -0.401
N -0.519 -0.131 0.051
N -0.063 0.111 0.011
C 0.174 0.061 0.168
C 0.062 -0.348 0.240
C 0.082 0.140 -0.001
C -0.081 -0.107 -0.122
O -0.196 -0.178 0.088
C 0.107 -0.040 -0.287
Si 0.049 -0.140 -0.086
C -0.011 0.001 0.194
C 0.117 -0.030 0.073
C 0.162 -0.003 -0.197
S -0.195 0.125 0.040
H -0.047 -0.035 -0.003
H 0.010 0.047 -0.088
H -0.030 0.094 0.090
H -0.080 -0.003 -0.160
H 0.132 0.131 -0.169
H 0.157 -0.047 0.006
H 0.095 0.218 0.046
H -0.168 0.218 0.091
H 0.186 0.029 0.010
H 0.007 0.050 0.129
H -0.074 0.111 -0.084
H -0.107 -0.041 0.135
H 0.115 0.027 0.010
H -0.022 -0.104 0.043
H 0.105 -0.019 -0.040
H 0.128 -0.028 -0.024
H 0.100 -0.031 0.006
H -0.092 -0.038 0.004
H 0.016 0.083 -0.135
H -0.010 0.035 0.116
H -0.020 -0.094 0.055
H -0.068 -0.027 0.036
H 0.044 0.122 0.038
H 0.025 0.080 -0.061
H 0.226 0.213 -0.054
H -0.235 0.024 0.039
H -0.107 -0.016 -0.130
H -0.021 0.141 -0.059
H 0.014 -0.062 -0.063
H -0.055 0.005 0.063
H 0.101 0.072 0.026
H 0.053 -0.070 -0.045
H -0.071 -0.019 0.108
H -0.125 -0.003 -0.017
H 0.060 0.100 -0.052
C -0.004 -0.001 0.014
O 0.048 0.022 -0.041
C -0.052 -0.001 0.059
C 0.064 -0.008 -0.033
O -0.043 0.020 -0.043
C -0.007 0.034 -0.025
H -0.004 0.003 0.015
H 0.005 0.006 0.001
H -0.010 -0.007 -0.010
H -0.008 -0.019 -0.003
H 0.001 0.000 0.004
H -0.012 0.015 0.010
H -0.008 -0.021 -0.022
H 0.025 -0.005 0.013
H -0.029 -0.024 0.021
H 0.032 0.014 0.000
C 0.011 -0.053 0.000
O -0.073 0.058 -0.014
C 0.060 0.132 -0.005
C -0.037 -0.051 -0.031
O 0.016 0.006 0.039
C -0.005 -0.001 0.003
H 0.005 0.008 0.009
H -0.005 -0.001 0.008
H 0.007 -0.012 -0.015
H 0.002 0.004 0.006
H 0.008 -0.019 -0.008
H 0.004 -0.002 -0.002
H 0.013 0.004 -0.018
H 0.004 0.014 -0.009
H -0.004 -0.004 0.006
H -0.007 -0.011 -0.007
C 0.053 0.009 0.018
O 0.061 -0.025 0.070
C 0.004 -0.010 -0.008
C -0.073 0.013 0.022
O 0.040 -0.021 -0.012
C -0.002 -0.010 0.014
H 0.011 0.012 0.006
H -0.022 0.005 0.011
H -0.003 -0.021 -0.010
H 0.011 0.026 -0.012
H -0.003 -0.002 0.019
H -0.003 -0.012 -0.010
H -0.002 0.025 -0.013
H 0.005 0.016 0.004
H -0.005 -0.005 0.004
H -0.014 -0.004 -0.002
C 0.029 -0.022 0.010
O -0.065 -0.006 0.036
C 0.002 0.055 0.000
C 0.011 -0.081 0.001
O 0.005 0.063 0.021
C 0.006 -0.012 0.000
H -0.007 0.016 0.005
H 0.005 0.000 0.006
H -0.001 -0.002 -0.018
H -0.018 0.008 -0.018
H -0.005 -0.008 0.019
H 0.010 -0.001 -0.003
H -0.015 -0.004 -0.020
H -0.016 0.000 -0.004
H 0.006 0.004 0.005
H 0.009 -0.013 0.000
C 0.004 0.003 0.005
O 0.038 0.004 -0.022
C -0.060 0.017 0.038
C 0.088 -0.004 -0.028
O -0.051 -0.009 0.004
C 0.058 0.053 0.002
H -0.008 0.005 0.011
H 0.005 0.007 0.002
H -0.010 -0.010 -0.011
H -0.012 -0.021 0.000
H 0.008 -0.001 0.006
H -0.020 0.011 0.001
H -0.006 -0.029 -0.024
H -0.001 0.011 0.011
H 0.014 0.001 -0.014
H -0.004 -0.007 -0.032

Results of the Löwdin charge analysis, in e, for atoms 1 through 99:
1. C -0.094
2. O -0.196
3. C -0.228
4. C -0.170
5. C -0.174
6. C -0.192
7. C -0.191
8. C -0.137
9. C -0.473
10. N -0.122
11. N 0.153
12. C -0.280
13. C -0.119
14. C -0.423
15. C -0.032
16. O -0.035
17. C -0.473
18. Si 0.489
19. C -0.197
20. C -0.175
21. C -0.164
22. S 1.096
23. H 0.084
24. H 0.079
25. H 0.090
26. H 0.121
27. H 0.113
28. H 0.113
29. H 0.088
30. H 0.101
31. H 0.113
32. H 0.117
33. H 0.086
34. H 0.095
35. H 0.119
36. H 0.139
37. H 0.114
38. H 0.107
39. H 0.117
40. H 0.158
41. H 0.106
42. H 0.126
43. H 0.150
44. H 0.091
45. H 0.089
46. H 0.088
47. H 0.089
48. H 0.089
49. H 0.020
50. H 0.051
51. H 0.042
52. H 0.040
53. H 0.040
54. H 0.050
55. H 0.018
56. H 0.038
57. H 0.047
58. C -0.108
59. O -0.187
60. C -0.207
61. C -0.203
62. O -0.201
63. C -0.123
64. H 0.091
65. H 0.083
66. H 0.091
67. H 0.127
68. H 0.128
69. H 0.124
70. H 0.127
71. H 0.086
72. H 0.087
73. H 0.084
74. C -0.108
75. O -0.206
76. C -0.197
77. C -0.203
78. O -0.184
79. C -0.109
80. H 0.089
81. H 0.086
82. H 0.086
83. H 0.129
84. H 0.106
85. H 0.124
86. H 0.128
87. H 0.090
88. H 0.083
89. H 0.091
90. C -0.108
91. O -0.207
92. C -0.205
93. C -0.207
94. O -0.186
95. C -0.101
96. H 0.072
97. H 0.090
98. H 0.091
99. H 0.127